## P
ORCA calculation (ωB97M-V with the def2-TZVPD basis set) on 8 unconnected molecules or ions with the total composition CH18O8.

Values from the calculation:
Structure (SMILES)   CO.O.O.O.O.O.O.O
HOMO-LUMO gap   10.83 eV

Atoms and positions in Å:
C  -1.187  0.305  -0.542
O  -0.703  -0.909  -1.109
H  -0.375  1.004  -0.340
H  -1.913  0.902  -1.095
H  -1.623  0.005  0.411
H  -1.432  -1.363  -1.536
O  -1.664  -2.085  1.997
H  -0.753  -2.292  2.206
H  -1.643  -1.171  1.713
O  1.614  -0.121  1.616
H  2.346  -0.471  2.125
H  1.303  -0.865  1.100
O  0.661  -2.954  0.316
H  1.489  -3.232  -0.074
H  0.387  -2.204  -0.212
O  -0.125  3.230  -1.286
H  -0.824  3.574  -1.842
H  0.136  3.973  -0.741
O  -3.091  1.141  2.801
H  -2.823  1.784  2.144
H  -2.840  1.533  3.637
O  2.353  -1.404  -2.328
H  2.782  -0.637  -2.705
H  1.522  -1.470  -2.799
O  2.484  1.275  -1.323
H  1.745  1.880  -1.382
H  2.173  0.572  -0.752

Atomic partial charges in e from the Löwdin method, atoms 1 to 5: atom 1 (C): -0.123, atom 2 (O): -0.118, atom 3 (H): 0.058, atom 4 (H): 0.085, atom 5 (H): 0.053


## Q
ORCA calculation (ωB97M-V with the def2-TZVPD basis set) on 8 unconnected molecules or ions with the total composition CH18O8.

Values from the calculation:
HOMO-LUMO gap   7.64 eV

Atoms and positions in Å:
O  -0.359  0.620  -2.859
H  -0.259  0.295  -1.967
H  0.432  1.377  -3.020
H  0.067  -0.122  -3.521
C  -0.288  0.830  0.103
O  0.344  -0.340  -0.400
H  -1.308  0.859  -0.296
H  0.167  1.792  0.062
H  -0.631  0.679  1.235
O  2.717  1.283  -0.981
H  2.121  1.972  -1.370
H  1.935  0.774  -0.389
O  2.295  0.022  1.684
H  1.971  0.692  2.189
H  1.524  -0.464  1.331
O  -2.583  -1.715  0.383
H  -1.659  -1.389  0.100
H  -2.638  -2.498  0.078
O  0.805  -2.967  -0.773
H  1.695  -3.321  -1.111
H  0.656  -2.143  -0.922
O  0.004  -1.707  2.901
H  -0.605  -0.830  2.651
H  -0.493  -2.444  2.770
O  -2.019  3.021  1.104
H  -1.616  2.242  0.608
H  -2.273  3.485  0.416

Atomic partial charges in e from the Löwdin method, atoms 1 to 5: atom 1 (O): 0.202, atom 2 (H): 0.028, atom 3 (H): 0.266, atom 4 (H): 0.261, atom 5 (C): -0.331


Q is the least stable structure shown above.